(1)
{
  "formula": "C10H36O10",
  "method": "ωB97M-V with the def2-TZVPD basis set",
  "species": ["O", "C", "C", "O", "H", "H", "H", "H", "H", "H", "O", "C", "C", "O", "H", "H", "H", "H", "H", "H", "C", "O", "H", "H", "H", "H", "C", "O", "H", "H", "H", "H", "C", "O", "H", "H", "H", "H", "C", "O", "H", "H", "H", "H", "C", "O", "H", "H", "H", "H", "C", "O", "H", "H", "H", "H"],
  "xyz": [[-0.78992, 1.51626, 1.49292], [-0.40826, 1.57249, 0.13208], [0.17220, 0.28880, -0.37054], [1.51423, 0.05009, 0.06389], [0.00057, 1.28944, 1.98336], [-1.22297, 1.85923, -0.52570], [0.35474, 2.34493, 0.05353], [0.18306, 0.24860, -1.46644], [-0.41688, -0.56951, 0.01601], [1.63222, 0.34281, 1.00851], [3.20016, -1.96915, -0.45913], [2.61901, -2.22883, -1.76312], [3.57177, -1.93759, -2.87890], [4.00408, -0.56405, -2.74778], [2.59409, -1.33698, -0.04953], [2.31281, -3.28478, -1.64162], [1.77661, -1.56778, -1.98934], [3.08744, -2.04777, -3.84704], [4.38334, -2.68386, -2.86128], [4.30507, -0.41345, -1.84622], [-3.02841, -0.89760, 2.92110], [-3.58656, -2.20736, 3.17306], [-2.93337, -0.83636, 1.83467], [-3.65198, -0.06510, 3.24257], [-2.03680, -0.81973, 3.32792], [-3.49745, -2.39076, 4.11206], [0.98320, 0.91436, -4.61325], [2.28490, 0.37839, -4.71353], [0.58325, 0.79568, -5.63703], [0.30678, 0.37407, -3.94302], [0.97803, 2.00303, -4.40773], [2.81894, 0.41479, -3.90881], [0.04404, -3.17135, 1.89518], [1.28933, -3.52459, 2.45322], [0.05032, -2.09972, 1.71501], [-0.26501, -3.68208, 0.98685], [-0.74409, -3.32043, 2.62872], [1.92688, -3.20786, 1.78532], [2.38156, 2.36046, 3.13921], [1.75497, 1.10462, 2.81268], [3.32345, 2.19685, 3.69733], [2.66147, 2.83113, 2.20224], [1.69177, 3.03576, 3.66174], [1.72008, 0.48947, 3.55449], [-3.39806, 3.24324, 1.02096], [-3.53890, 1.95317, 1.53963], [-2.67058, 3.79615, 1.58968], [-3.06458, 3.25948, -0.04373], [-4.39705, 3.68726, 1.14188], [-2.68533, 1.60223, 1.77101], [-3.15331, -0.09713, -1.61124], [-2.24312, 0.80249, -2.28320], [-2.72566, -0.37892, -0.65638], [-4.12987, 0.31726, -1.44137], [-3.28193, -1.00097, -2.21073], [-2.64027, 1.23116, -3.04017]],
  "forces_ev_per_a": [[-0.7, -0.2, -0.1], [0.6, 0.4, -0.3], [0.0, -1.3, 0.1], [0.4, 0.8, 1.3], [0.3, 0.0, 0.6], [-0.4, -0.1, 0.4], [0.2, 0.2, -0.3], [0.0, 0.1, 0.3], [-0.2, 0.5, -0.4], [-0.2, -0.3, -1.1], [0.0, 0.1, -0.8], [-0.4, -0.6, 1.1], [0.9, -0.2, 0.4], [0.0, -0.7, -0.6], [0.0, 0.3, 0.0], [-0.1, 0.4, -1.0], [-0.3, -0.2, 0.6], [-0.1, 0.3, 0.0], [0.3, 0.6, 0.0], [-0.1, -0.3, 0.2], [-0.4, -0.9, -0.7], [0.2, 0.7, 0.1], [0.0, 0.1, 0.1], [-0.2, -0.1, 0.2], [0.5, 0.1, 0.4], [-0.1, 0.0, 0.0], [0.1, 0.3, -1.0], [0.0, -0.1, -0.2], [-0.1, 0.1, 0.5], [0.2, 0.1, 0.2], [0.0, -0.5, 0.2], [-0.3, 0.1, 0.2], [-0.7, 0.8, 0.6], [0.5, 0.0, -0.9], [-0.2, 0.3, -0.4], [0.3, -0.3, -0.2], [0.0, -0.3, 0.2], [0.0, -0.4, 0.6], [0.4, -0.3, 0.2], [-0.1, 0.1, -0.2], [-0.6, 0.1, -0.1], [-0.1, -0.1, -0.2], [0.2, -0.3, 0.1], [0.2, 0.3, 0.1], [-0.4, 0.1, -0.5], [-0.8, -0.6, 0.0], [0.3, 0.5, 0.3], [-0.4, 0.0, 0.5], [0.5, 0.2, -0.4], [0.8, -0.1, 0.0], [0.5, -0.1, -1.0], [0.0, -0.3, 0.8], [0.2, 0.2, 0.1], [-0.4, 0.5, 0.1], [0.0, -0.1, 0.0], [-0.4, -0.1, -0.1]],
  "smiles": "OCCO.OCCO.CO.CO.CO.CO.CO.CO",
  "e_above_lowest_kcal_mol": 0.0,
  "orbital_gap_ev": 10.005,
  "energy_ha": -1154.85767
}

=====

(2)
{
  "formula": "C24H72O12S12",
  "method": "ωB97M-V with the def2-TZVPD basis set",
  "species": ["C", "S", "O", "C", "H", "H", "H", "H", "H", "H", "C", "S", "O", "C", "H", "H", "H", "H", "H", "H", "C", "S", "O", "C", "H", "H", "H", "H", "H", "H", "C", "S", "O", "C", "H", "H", "H", "H", "H", "H", "C", "S", "O", "C", "H", "H", "H", "H", "H", "H", "C", "S", "O", "C", "H", "H", "H", "H", "H", "H", "C", "S", "O", "C", "H", "H", "H", "H", "H", "H", "C", "S", "O", "C", "H", "H", "H", "H", "H", "H", "C", "S", "O", "C", "H", "H", "H", "H", "H", "H", "C", "S", "O", "C", "H", "H", "H", "H", "H", "H", "C", "S", "O", "C", "H", "H", "H", "H", "H", "H", "C", "S", "O", "C", "H", "H", "H", "H", "H", "H"],
  "xyz": [[-4.09267, -1.08492, 2.68267], [-3.66377, 0.03645, 1.31114], [-4.18068, -0.56556, -0.00498], [-4.78862, 1.41256, 1.80062], [-4.96309, -1.68707, 2.42210], [-4.34284, -0.64182, 3.64661], [-3.30318, -1.83070, 2.77558], [-4.35170, 1.77008, 2.73303], [-5.79721, 1.00031, 1.83069], [-4.58745, 2.17497, 1.04804], [-1.31807, -1.84585, -4.95019], [-1.15768, -3.25995, -6.17798], [-0.59220, -2.70032, -7.49170], [0.30077, -4.09099, -5.43432], [-1.98258, -1.86055, -4.08630], [-1.61057, -0.97034, -5.52987], [-0.36476, -1.62690, -4.46921], [0.05975, -4.53927, -4.47046], [1.12928, -3.39900, -5.28327], [0.62171, -4.88464, -6.10902], [-1.65914, 3.74797, 1.03335], [-2.13696, 5.28987, 1.84056], [-3.33776, 4.87067, 2.70398], [-0.58352, 5.41264, 2.92107], [-0.66884, 3.81705, 0.58320], [-2.24838, 3.73361, 0.11646], [-1.76856, 2.84329, 1.63140], [-0.13238, 4.44629, 3.14634], [-0.72644, 5.77714, 3.93832], [0.10914, 6.13910, 2.49613], [2.23615, 2.82754, 1.95943], [3.20394, 3.55295, 0.53828], [2.51365, 2.76554, -0.58718], [2.33462, 5.24107, 0.41200], [2.17746, 3.49720, 2.81747], [2.90857, 2.06071, 2.34404], [1.24771, 2.46698, 1.67470], [2.61811, 5.86584, -0.43499], [2.32157, 5.68747, 1.40632], [1.28882, 4.95905, 0.29008], [2.65475, 1.72669, -3.83605], [1.13107, 0.64612, -4.06037], [1.54995, -0.73175, -3.44908], [1.19756, 0.45993, -5.94626], [3.59794, 1.34885, -4.23067], [2.68680, 1.97483, -2.77515], [2.42455, 2.63886, -4.38657], [0.32875, -0.09878, -6.29428], [2.18178, -0.00331, -6.01566], [1.10056, 1.43158, -6.43059], [2.42188, -2.67412, 3.93494], [3.17172, -0.98047, 3.78364], [2.95282, -0.43871, 2.38342], [1.78299, -0.16269, 4.66807], [3.13691, -3.47998, 3.76937], [1.56368, -2.93627, 3.31617], [2.04703, -2.73707, 4.95652], [1.78616, -0.65561, 5.64024], [0.86030, -0.43205, 4.15408], [1.77209, 0.92712, 4.68550], [-1.87633, 1.34509, 4.14767], [-2.20354, 0.72708, 5.82178], [-1.06284, -0.19918, 6.19747], [-1.97592, 2.32355, 6.75794], [-0.86338, 1.72025, 4.00178], [-2.56396, 2.16021, 3.92214], [-1.88449, 0.55459, 3.39724], [-0.98482, 2.77542, 6.79827], [-2.36025, 2.11196, 7.75575], [-2.72120, 3.07515, 6.49760], [-1.42066, 0.25285, -1.35590], [-0.18167, 0.97400, -0.23181], [-0.70301, 0.62754, 1.14922], [1.19861, -0.19261, -0.50513], [-1.01051, 0.24350, -2.36574], [-2.38023, 0.75666, -1.23972], [-1.47789, -0.80066, -1.08215], [1.90687, -0.16257, 0.32285], [1.74982, 0.33674, -1.28235], [0.94608, -1.20740, -0.81259], [-3.37937, 1.22336, -4.62983], [-4.64724, 2.52782, -4.11143], [-5.76964, 2.38556, -5.17108], [-5.48805, 1.65180, -2.69681], [-2.49800, 1.15355, -3.99232], [-3.12280, 1.45791, -5.66291], [-3.81234, 0.23275, -4.76887], [-5.63807, 0.58900, -2.88671], [-6.45571, 2.01979, -2.35579], [-4.88270, 1.67290, -1.79061], [-3.42938, -3.99026, -0.45954], [-3.08649, -5.15625, 0.97554], [-4.36926, -5.96962, 1.04269], [-1.70889, -5.94293, 0.00138], [-2.71697, -3.18064, -0.61792], [-4.31583, -3.45464, -0.11981], [-3.77069, -4.45449, -1.38480], [-2.13238, -6.19551, -0.97070], [-1.38291, -6.87472, 0.46359], [-0.77246, -5.38925, 0.06949], [5.08570, 0.41235, 0.60506], [6.77796, 0.35490, 0.01314], [7.53513, 1.68473, 0.20013], [7.40261, -0.74828, 1.35367], [4.54047, 1.02756, -0.11072], [5.13579, 0.91561, 1.57063], [4.70930, -0.60966, 0.64900], [7.38294, -0.24754, 2.32163], [8.42810, -1.09053, 1.21451], [6.82903, -1.67492, 1.33299], [3.29816, -3.31187, -2.23874], [1.85661, -3.81756, -1.13421], [1.89286, -5.30649, -0.94278], [2.53539, -3.13441, 0.42260], [3.23061, -2.22400, -2.24756], [3.13912, -3.62901, -3.26939], [4.30569, -3.53264, -1.88625], [3.35082, -3.72809, 0.83578], [1.74989, -3.14953, 1.17815], [3.00078, -2.15056, 0.36310]],
  "forces_ev_per_a": [[-0.5, -0.9, -0.3], [-0.9, -0.2, -0.7], [0.3, 0.6, 1.7], [1.2, -1.0, -0.5], [-0.2, 0.2, -0.4], [0.4, 0.4, -0.1], [0.3, 0.3, 0.1], [-0.5, 0.0, 0.2], [0.0, 0.5, 0.1], [-0.5, 0.0, 0.0], [0.7, 0.5, -0.1], [1.2, 0.6, -0.7], [-0.9, -0.3, 2.0], [-0.2, 0.1, 0.3], [-0.6, -1.0, -0.4], [0.0, -0.2, -0.3], [0.4, -0.2, -0.4], [-0.2, 0.0, 0.0], [-0.2, 0.3, -0.2], [-0.2, 0.1, -0.1], [0.2, 0.6, -1.2], [-0.5, -1.2, 2.2], [1.7, 0.7, -1.0], [-0.4, 0.0, 0.5], [0.4, 0.1, 0.5], [-0.6, -0.4, 0.2], [0.0, 0.2, 0.1], [0.1, -0.2, -0.8], [-1.0, 0.4, -0.1], [0.0, -0.3, -0.4], [1.4, 0.9, 0.6], [-3.1, -0.2, -0.9], [1.4, 0.7, 0.5], [-0.6, -1.5, 0.9], [-0.2, 0.5, -0.1], [-0.4, -0.6, -0.4], [0.3, 0.0, -0.3], [0.5, -0.2, 0.3], [0.7, 0.5, -0.2], [0.0, -0.2, -0.4], [-1.4, 0.1, -0.5], [2.0, -1.4, 0.1], [-0.9, 2.1, -1.5], [0.0, 0.4, 1.6], [-0.3, -0.6, 0.1], [0.1, -0.2, 0.0], [-0.1, 0.2, 0.0], [0.5, -0.5, 0.2], [-0.3, -0.2, -0.8], [0.5, 0.2, 0.3], [0.0, -0.1, 0.4], [-2.1, 0.6, -1.0], [0.7, -0.7, 0.5], [0.0, -1.1, 0.1], [0.4, 0.4, 0.1], [0.0, 0.9, -0.3], [0.3, -0.1, 0.1], [-0.3, 0.6, 0.3], [0.1, -0.3, -0.1], [0.8, -0.1, 0.2], [0.6, 0.2, -0.1], [1.3, 0.3, 0.3], [-1.0, 1.0, -0.4], [-1.0, -0.3, 0.3], [0.2, 0.2, 0.6], [-0.2, -0.1, 0.0], [-0.6, -0.2, 0.2], [0.1, -0.5, -0.2], [0.6, -0.5, 0.3], [0.1, 0.0, -0.9], [1.0, -0.6, 0.0], [-0.1, -1.4, 1.0], [0.3, 0.6, -0.3], [0.3, 1.3, -0.7], [-0.2, 0.4, -0.1], [0.2, -0.1, -0.1], [-0.4, 0.1, 0.3], [-0.6, 0.0, 0.5], [0.0, -0.5, -0.4], [-0.3, 0.3, 0.1], [-0.7, 0.1, -0.1], [-2.7, -2.2, -1.3], [2.1, 0.7, 1.2], [1.0, -0.5, 0.8], [-0.1, 0.3, 0.1], [0.2, 0.7, 0.1], [-0.5, 0.0, 0.6], [0.2, 0.1, -0.6], [0.1, 0.7, -0.9], [0.4, 0.1, 0.0], [-1.0, 0.6, 1.2], [-0.8, 0.4, -1.9], [1.9, 0.4, -0.2], [-0.6, -1.2, 0.9], [0.5, -0.4, 0.0], [-0.1, 0.0, 0.2], [0.6, -0.6, 0.1], [0.5, 0.3, -0.1], [-0.5, -0.3, 0.2], [-0.4, 0.7, -0.6], [0.7, 0.8, 0.0], [2.4, 0.6, 0.3], [-1.7, -1.8, -0.1], [0.0, -0.2, -0.3], [-0.2, -0.1, 0.0], [-0.4, -0.2, 0.1], [0.0, 0.3, 0.1], [-0.4, 0.1, -0.1], [0.1, 0.5, -0.5], [-0.4, 0.1, 0.2], [-0.7, 0.7, 0.5], [1.9, -0.5, -0.1], [-0.3, 0.7, -0.2], [0.5, 0.0, 0.3], [-0.2, 0.2, -0.1], [-0.1, -0.3, 0.2], [-0.3, -0.6, 0.3], [-0.1, -0.7, -0.5], [-0.1, 0.2, -0.3], [-0.6, 0.2, -0.3]],
  "e_above_lowest_kcal_mol": 75.5,
  "orbital_gap_ev": 8.889,
  "energy_ha": -6638.21701
}

=====

(3)
{
  "formula": "C4H8O",
  "method": "ωB97M-V with the def2-TZVPD basis set",
  "species": ["C", "O", "C", "C", "C", "H", "H", "H", "H", "H", "H", "H", "H"],
  "xyz": [[-0.56414, 1.16731, -1.19016], [-0.96488, -0.16351, -1.01130], [-0.23141, -0.87368, -0.06374], [1.14367, -0.50982, 0.42707], [-0.04669, -0.46418, 1.36363], [-0.80816, 1.79229, -0.31784], [-1.09336, 1.55117, -2.06313], [0.51312, 1.21813, -1.37670], [-0.42138, -1.93285, -0.21770], [1.88134, -1.30268, 0.49944], [1.58310, 0.45949, 0.20607], [-0.15622, -1.22555, 2.12749], [-0.37036, 0.52764, 1.66839]],
  "forces_ev_per_a": [[0.0, 0.3, -0.1], [0.0, 0.0, 0.0], [0.1, -0.3, 0.1], [0.2, 0.0, -0.1], [-0.1, 0.0, 0.2], [0.0, 0.0, -0.1], [0.0, 0.0, 0.1], [-0.1, 0.2, -0.1], [0.1, 0.2, 0.0], [-0.2, 0.1, 0.1], [-0.2, -0.2, -0.1], [0.0, 0.1, -0.1], [0.1, -0.2, -0.1]],
  "smiles": "COC1CC1",
  "e_above_lowest_kcal_mol": 38.7,
  "orbital_gap_ev": 10.376,
  "energy_ha": -232.38401
}

=====

(4)
{
  "formula": "C3H11NOS2",
  "method": "ωB97M-V with the def2-TZVPD basis set",
  "species": ["S", "S", "C", "C", "C", "N", "H", "H", "H", "H", "H", "H", "H", "H", "H", "H", "H", "O"],
  "xyz": [[2.15642, 1.07505, -1.39060], [1.68127, -0.88073, -1.23217], [0.58522, -1.00633, 0.16609], [-0.90191, -0.94900, -0.20689], [-1.29940, -0.00936, -1.35584], [-2.64290, 0.46776, -1.15325], [2.49406, 1.23522, -0.09241], [0.83342, -1.89337, 0.73444], [0.83135, -0.20891, 0.86779], [-1.21609, -1.96149, -0.50647], [-1.55536, -0.77620, 0.65058], [-0.65151, 0.86766, -1.39178], [-1.20060, -0.48764, -2.33177], [-2.78373, 1.45807, -1.28611], [-3.37599, -0.06455, -1.58303], [1.55916, 1.17707, 3.44867], [3.11741, 1.28555, 3.30694], [2.36919, 0.67118, 3.35582]],
  "forces_ev_per_a": [[0.3, -0.6, 0.1], [-0.1, 0.2, -0.4], [0.0, 0.8, 1.2], [-0.8, -1.3, -1.1], [-0.2, 0.7, 0.3], [-0.2, 0.3, 0.4], [-0.3, 0.1, 0.1], [0.1, -0.6, -0.3], [0.1, 0.3, -0.1], [0.3, 0.1, 0.0], [0.5, 0.5, 0.3], [0.1, 0.0, 0.1], [0.3, -0.3, -0.1], [0.0, -0.2, -0.1], [-0.1, -0.1, -0.1], [0.1, 0.3, 0.2], [-0.5, -0.1, 0.2], [0.3, -0.2, -0.5]],
  "charge": 1,
  "e_above_lowest_kcal_mol": 12.7,
  "orbital_gap_ev": [8.345, 4.422],
  "energy_ha": -1046.94396,
  "multiplicity": 2
}

=====

(5)
{
  "formula": "C8H16N2O2",
  "method": "ωB97M-V with the def2-TZVPD basis set",
  "species": ["C", "C", "C", "N", "C", "O", "O", "C", "C", "C", "C", "N", "H", "H", "H", "H", "H", "H", "H", "H", "H", "H", "H", "H", "H", "H", "H", "H"],
  "xyz": [[1.32617, -1.39897, 1.66451], [2.60992, -1.07417, 1.38176], [3.03770, -0.37645, 0.10721], [2.38942, 0.93819, 0.00091], [1.29722, 1.01546, -0.89190], [1.07339, 0.26607, -1.80022], [0.54317, 2.12188, -0.65507], [-0.43877, 1.99103, 0.38696], [-1.71004, 1.30639, -0.09956], [-1.76573, -0.19111, 0.21963], [-2.81735, -0.92589, -0.60078], [-2.37015, -1.18704, -1.97946], [0.74093, -2.06477, 1.03703], [0.86341, -1.02957, 2.57700], [3.40258, -1.35537, 2.07426], [4.11041, -0.20292, 0.18278], [2.89208, -0.99521, -0.78540], [3.08861, 1.61107, -0.29044], [-0.66682, 3.00739, 0.70107], [0.00734, 1.48317, 1.24850], [-1.85616, 1.48417, -1.16554], [-2.54621, 1.78231, 0.42165], [-1.90734, -0.32095, 1.29527], [-0.79899, -0.63205, -0.03337], [-3.00886, -1.88921, -0.11944], [-3.77153, -0.39102, -0.60756], [-1.44950, -0.79157, -2.13867], [-2.27491, -2.18085, -2.13112]],
  "forces_ev_per_a": [[0.2, -0.1, 0.1], [-0.2, -0.2, -0.3], [0.6, -1.4, -0.5], [0.1, -0.7, -0.3], [0.1, 0.4, 0.0], [-0.2, -0.3, 0.3], [0.1, -0.1, -0.3], [-0.1, 0.2, 0.0], [-0.2, -0.2, 0.5], [0.2, 0.3, -0.4], [0.2, -0.6, 0.1], [0.0, 0.2, 0.0], [-0.6, 1.4, -1.0], [0.4, -1.5, 0.8], [-0.1, 1.7, 0.8], [0.0, 0.0, -0.1], [-0.2, 0.2, -0.1], [-0.3, 0.4, 0.3], [0.1, 0.1, -0.1], [0.0, -0.1, -0.1], [0.1, 0.1, 0.0], [-0.1, 0.0, -0.1], [-0.1, -0.1, 0.0], [0.0, -0.1, 0.1], [-0.1, 0.0, 0.0], [0.1, 0.1, 0.0], [0.0, 0.1, 0.0], [0.0, 0.0, -0.1]],
  "smiles": "C=CCNC(=O)OCCCCN",
  "e_above_lowest_kcal_mol": 16.7,
  "orbital_gap_ev": 8.783,
  "energy_ha": -574.31107
}